Entry 1:
Density functional theory data (ωB97M-V with the def2-TZVPD basis set) for a gas-phase ion, C2H3FNO4P (charge -2).

Each line ends with the natural charge from an NBO analysis.
Positions of all 12 atoms, in Å:
O1 -1.214 1.447 -2.342  -1.224
C1 0.262 -0.341 1.618  -0.734
C2 0.115 -1.123 0.369  0.633
O2 0.957 0.161 -2.715  -1.217
N1 -0.865 -0.561 -0.626  -0.357
H1 0.612 -0.790 2.645  0.168
O3 0.784 -2.074 -0.002  -0.623
O4 0.773 1.676 -0.715  -1.253
H2 -0.693 0.144 1.942  0.233
H3 1.128 0.356 1.577  0.273
P1 0.055 0.866 -1.777  2.444
F1 -1.914 0.239 0.027  -0.344

Forces on the atoms, in the same order (eV/Å):
O 0.01 -0.02 -0.03
C 0.58 0.58 3.99
C -1.78 0.94 -2.59
O 0.54 -1.30 -0.64
N 1.75 -1.03 1.16
H -0.71 -0.74 -1.94
O -0.17 0.43 0.66
O -0.22 -0.17 0.30
H 0.97 0.12 -0.88
H -1.08 0.18 -1.00
P -0.65 1.52 0.49
F 0.77 -0.50 0.47

Calculated values
* energy relative to the best compared isomer or geometry (same formula, charge and spin): 13.1 kcal/mol
* charge: -2
* HOMO level: 0.29 eV


Entry 2:
Density functional theory data (ωB97M-V with the def2-TZVPD basis set) for 2 unconnected molecules or ions with the total composition C2H3FO.

Each line ends with the natural charge from an NBO analysis.
Positions of all 7 atoms, in Å:
F1 0.887 1.022 -1.275  -0.348
H1 1.222 -1.266 0.582  0.127
O1 -0.488 -1.239 1.735  -0.482
H2 -0.628 1.517 -0.009  0.160
H3 -0.959 0.189 -1.247  0.156
C1 0.208 -0.944 0.842  0.416
C2 -0.242 0.721 -0.627  -0.029

Forces on the atoms, in the same order (eV/Å):
F 0.54 0.15 -0.21
H 0.26 -0.46 0.08
O 0.02 -0.24 -0.10
H 0.04 0.21 0.04
H 0.05 0.30 -0.11
C -0.66 3.20 -2.03
C -0.26 -3.16 2.33

Calculated values
* energy relative to the best compared isomer or geometry (same formula, charge and spin): 81.1 kcal/mol
* charge: 0
* HOMO level: -8.52 eV


Entry 3:
Density functional theory data (ωB97M-V with the def2-TZVPD basis set) for a single C2H3FO2 molecule.

Each line ends with the natural charge from an NBO analysis.
Positions of all 8 atoms, in Å:
H1 -1.414 0.586 0.733  0.248
O1 1.429 -0.517 -0.804  -0.276
O2 1.544 -0.882 0.583  -0.314
C1 -0.813 -0.019 0.017  -0.729
C2 0.618 0.283 -0.094  0.832
H2 -0.888 -1.027 0.144  0.258
H3 -1.556 0.145 -0.830  0.253
F1 1.080 1.431 0.251  -0.273

Forces on the atoms, in the same order (eV/Å):
H 1.21 -0.62 0.36
O -0.30 0.89 -1.87
O -1.77 1.71 0.40
C -2.92 3.03 -1.03
C 2.04 -3.93 1.38
H -0.21 -2.73 0.94
H 1.84 0.15 -0.09
F 0.11 1.50 -0.10

Calculated values
* energy relative to the best compared isomer or geometry (same formula, charge and spin): 98.8 kcal/mol
* charge: 0
* HOMO level: -10.06 eV


| no. | DFT total energy (Ha) | lowest unoccupied orbital energy (eV) | Kohn-Sham gap (eV) |
| --- | --- | --- | --- |
| 1 | -874.9514 | 6.569 | 6.28 |
| 2 | -252.9980 | 0.906 | 9.42 |
| 3 | -328.1976 | 0.847 | 10.91 |